Entry 1:
41
Properties=species:S:1:pos:R:3:lowdin_charge:R:1 method="wB97M-V/def2-TZVPD" e_above_lowest_ev=1.520 e_lumo_ha=0.0210 homo_energy_ha=-0.32094 energy_ha=-1425.332312 smiles="CCc1nnc(NC(=O)C2CCN(C(=O)c3ccco3)CC2)s1"
C -4.71541 -0.95992 -1.56750 -0.1077
C -4.73539 -0.77854 -0.04998 -0.2508
C -3.37388 -0.51433 0.47436 -0.5898
N -3.02897 0.55784 1.09019 0.0069
N -1.75139 0.59135 1.45774 0.0209
C -1.10614 -0.47330 1.11064 -0.5779
N 0.23422 -0.62781 1.34800 0.1328
C 0.93579 -1.69856 0.87124 -0.4445
O 0.36758 -2.65002 0.38350 0.0219
C 2.45501 -1.65256 1.00048 -0.2082
C 3.07152 -0.30215 1.37596 -0.1122
C 3.08582 0.62205 0.13802 -0.1217
N 2.15950 0.14993 -0.85941 -0.0559
C 0.97587 0.70085 -1.23507 -0.4026
O 0.32969 0.23905 -2.16302 0.0746
C 0.44135 1.86669 -0.51036 -0.1941
C -0.58291 2.67378 -0.93472 0.0141
C -0.84616 3.57595 0.11624 -0.0429
C 0.02053 3.25115 1.11238 -0.1039
O 0.80795 2.22626 0.74972 -0.0160
C 2.55285 -1.11643 -1.44832 -0.1183
C 3.03467 -2.08485 -0.35551 -0.1126
S -2.05589 -1.66681 0.27881 1.1574
H -4.08608 -1.80412 -1.84001 0.0604
H -4.32195 -0.06801 -2.04880 0.0789
H -5.72185 -1.14105 -1.93625 0.0701
H -5.12983 -1.68350 0.41943 0.1087
H -5.37120 0.06396 0.22591 0.1121
H 0.69139 0.19417 1.71764 0.1249
H 2.71660 -2.40017 1.75742 0.1559
H 2.54963 0.16082 2.21462 0.1073
H 4.09780 -0.47406 1.70536 0.1185
H 4.08290 0.60434 -0.31785 0.1315
H 2.86472 1.65124 0.41078 0.1188
H -1.07265 2.60927 -1.88387 0.1221
H -1.58688 4.34745 0.13365 0.1057
H 0.16904 3.65317 2.09500 0.1258
H 3.34103 -0.95087 -2.19194 0.1310
H 1.67460 -1.51133 -1.96301 0.1242
H 2.70290 -3.09437 -0.59321 0.1176
H 4.12359 -2.08653 -0.28827 0.1170

Entry 2:
39
Properties=species:S:1:pos:R:3:lowdin_charge:R:1 method="wB97M-V/def2-TZVPD" e_above_lowest_ev=2.409 e_lumo_ha=0.0103 homo_energy_ha=-0.29714 energy_ha=-1274.784152 smiles="CSc1nnc2n(CCC(C)C)c(=O)c3ccccc3n12"
C -0.14264 -2.66171 5.00743 -0.4232
S -1.08698 -2.54131 3.49383 0.8939
C -0.52515 -1.04388 2.75790 -0.5684
N 0.25835 -0.13981 3.33258 0.0204
N 0.50304 0.82924 2.43941 0.0769
C 0.04412 0.43289 1.30994 -0.3228
N 0.35143 1.04542 0.15497 0.0704
C 0.97106 2.38521 0.01962 -0.1095
C 2.46492 2.22508 -0.06006 -0.1697
C 3.32954 3.50524 -0.06427 -0.4530
C 3.27485 4.43538 -1.27517 -0.0721
C 4.70372 2.99598 0.18515 -0.0983
C -0.32904 0.43323 -0.91923 -0.3034
O -0.23347 0.90944 -2.02210 0.0855
C -1.25354 -0.80438 -0.84375 -0.0447
C -1.93379 -1.36883 -1.90917 0.0402
C -2.99323 -2.31715 -1.62936 -0.0776
C -3.41233 -2.54415 -0.40570 -0.1173
C -2.69924 -2.02428 0.63431 -0.0306
C -1.61419 -1.18261 0.44542 -0.1714
N -0.76041 -0.71637 1.40735 0.0911
H -0.25450 -3.68504 5.51963 0.0734
H 0.90332 -2.57132 4.86100 0.0150
H -0.41526 -1.85049 5.69795 0.0402
H 0.69698 3.02430 0.76405 0.0896
H 0.47004 2.94303 -0.84626 0.1559
H 2.75593 1.53510 0.69092 0.0921
H 2.75953 1.68349 -0.98163 0.1367
H 2.96940 4.05799 0.82282 0.1396
H 2.28124 4.97719 -1.21265 0.0915
H 4.10702 5.14571 -1.33201 0.0768
H 3.29106 3.84495 -2.19430 0.0780
H 4.59900 2.10901 0.77520 0.0632
H 5.28511 3.76421 0.66871 0.0781
H 5.21706 2.69154 -0.76633 0.1052
H -1.78989 -1.00968 -2.88981 0.1037
H -3.72156 -2.60293 -2.38679 0.1120
H -4.30412 -3.18169 -0.24737 0.1330
H -3.12947 -2.09008 1.63565 0.0992

Entry 3:
39
Properties=species:S:1:pos:R:3:lowdin_charge:R:1 method="wB97M-V/def2-TZVPD" e_above_lowest_ev=0.000 e_lumo_ha=0.0188 homo_energy_ha=-0.28771 energy_ha=-910.923350 smiles=CCN1CCN(c2nc3ccccc3n3cnnc23)CC1
C 0.50083 4.22510 -3.05200 -0.0846
C 0.64023 3.60197 -1.65757 -0.2500
N 0.19425 2.23411 -1.51967 -0.1877
C -1.20233 1.99244 -1.80543 -0.1770
C -1.62649 0.72434 -1.05040 -0.1187
N -0.53756 -0.23068 -1.04802 -0.0500
C -0.28245 -0.93427 0.06485 -0.2033
N -1.12305 -0.84344 1.06886 0.1568
C -0.92399 -1.55459 2.20737 -0.2138
C -1.83941 -1.41949 3.26166 -0.0152
C -1.67080 -2.12527 4.42881 -0.0893
C -0.58971 -2.98913 4.58955 -0.0923
C 0.32866 -3.14618 3.57347 -0.0204
C 0.16584 -2.43548 2.39053 -0.1324
N 1.03728 -2.53182 1.32155 0.0715
C 2.16970 -3.24752 1.09421 -0.1205
N 2.63675 -2.98846 -0.09420 0.0283
N 1.83411 -2.10199 -0.68025 0.0505
C 0.86123 -1.81327 0.15812 -0.1680
C 0.35370 -0.11928 -2.17302 -0.1274
C 1.05777 1.24696 -2.14428 -0.1540
H 0.87748 5.24413 -3.03370 0.0694
H -0.54158 4.24878 -3.36101 0.0643
H 1.07059 3.66491 -3.78940 0.0608
H 0.06835 4.20106 -0.94187 0.1133
H 1.69020 3.62830 -1.35347 0.1150
H -1.78980 2.83733 -1.44239 0.1247
H -1.40196 1.88069 -2.88500 0.1187
H -2.51274 0.27777 -1.51677 0.1276
H -1.85978 0.94972 -0.00858 0.1106
H -2.67153 -0.74811 3.12348 0.1112
H -2.38287 -2.01123 5.23256 0.1017
H -0.46851 -3.53777 5.51084 0.1006
H 1.16932 -3.81349 3.69090 0.1050
H 2.61442 -3.92634 1.79032 0.1199
H -0.24839 -0.21417 -3.08285 0.1271
H 1.08915 -0.92306 -2.14574 0.0902
H 1.97212 1.18269 -1.54629 0.1231
H 1.34097 1.51476 -3.17515 0.1145

Entry 4:
41
Properties=species:S:1:pos:R:3:lowdin_charge:R:1 method="wB97M-V/def2-TZVPD" e_above_lowest_ev=0.604 e_lumo_ha=-0.0092 homo_energy_ha=-0.28259 energy_ha=-1020.378738 smiles="Cc1cnc(C)n2nc(/C=C/c3nc(N4CCC4)nn3C)nc12"
C -4.04066 1.88834 -4.18152 -0.0612
C -4.09831 0.55708 -3.46021 -0.1630
C -5.23671 -0.26643 -3.50003 -0.0743
N -5.35709 -1.43038 -2.77454 0.1069
C -4.39107 -1.73317 -1.92701 -0.2783
C -4.56520 -2.89440 -1.02658 -0.0271
N -3.19106 -0.97513 -1.81391 0.0146
N -2.11224 -1.17027 -1.00737 0.1547
C -1.34882 -0.13008 -1.25215 -0.3119
C -0.18386 0.15032 -0.39155 0.0029
C 0.42962 -0.76726 0.44155 -0.0012
C 1.55618 -0.50752 1.32821 -0.2948
N 1.97671 0.69060 1.59572 0.1751
C 3.08831 0.53444 2.40607 -0.3503
N 3.82142 1.56149 2.97252 -0.0845
C 5.20155 1.36287 3.27367 -0.1702
C 5.42207 2.76432 2.71753 -0.1518
C 3.93195 2.88144 2.41931 -0.1554
N 3.41033 -0.72338 2.67570 0.1522
N 2.44522 -1.38323 1.98666 -0.1389
C 2.41038 -2.84980 1.86657 -0.0228
N -1.79763 0.64746 -2.34786 0.1752
C -2.97848 0.15250 -2.60136 -0.2473
H -3.08613 2.10776 -4.67154 0.0763
H -4.81624 1.95411 -4.99001 0.0885
H -4.17973 2.68174 -3.43219 0.0856
H -6.07241 0.04061 -4.09913 0.1031
H -4.19133 -2.64121 -0.01332 0.0887
H -5.60508 -3.21114 -0.93628 0.0824
H -4.03274 -3.74674 -1.44465 0.0850
H 0.16929 1.18000 -0.43155 0.1081
H 0.11538 -1.82678 0.40781 0.1078
H 5.41191 1.22107 4.34543 0.1177
H 5.72310 0.61813 2.65839 0.1119
H 5.73252 3.48311 3.48355 0.1000
H 6.09948 2.83971 1.83220 0.1154
H 3.66718 2.98009 1.36387 0.1110
H 3.44706 3.68105 3.03271 0.1205
H 2.53416 -3.11120 0.80996 0.0872
H 3.20615 -3.31371 2.42523 0.0746
H 1.48483 -3.29641 2.26011 0.0875